# 1
C17H61BClO18P | wB97M-V/def2-TZVPD

Results
- 2S+1 = 1
- HOMO-LUMO gap (eV) = 9.66
- E_tot (eV) = -77960.19698
- LUMO level (eV) = 0.00
- strongest force on any atom (eV/A) = 0.35

Structure (XYZ):
```
99
C17H61BClO18P, DFT wB97M-V/def2-TZVPD
C 3.34 -3.17 -0.93
C 2.88 -3.52 -2.36
C 3.27 -4.92 -2.81
C 2.41 -6.04 -2.24
O 1.88 -5.74 -0.92
P 0.36 -5.55 -0.64
O -0.59 -6.43 -1.31
O 0.28 -5.71 0.97
Cl 1.64 -5.46 1.91
O 0.06 -4.01 -0.90
B -1.26 -3.50 -0.98
O -2.10 -3.63 0.10
O -1.66 -2.89 -2.10
C -0.90 -2.92 -3.31
H 4.21 -2.52 -0.96
H 2.55 -2.70 -0.35
H 3.64 -4.07 -0.39
H 1.81 -3.39 -2.47
H 3.34 -2.81 -3.05
H 3.16 -4.99 -3.90
H 4.33 -5.08 -2.60
H 1.56 -6.29 -2.89
H 2.99 -6.96 -2.11
H -2.16 -2.86 0.67
H -0.61 -3.94 -3.56
H -1.55 -2.52 -4.10
H -0.01 -2.29 -3.22
C 0.78 -0.14 1.60
O 1.09 -1.20 0.69
H 1.23 0.77 1.20
H -0.30 0.01 1.69
H 1.21 -0.32 2.59
H 0.71 -2.01 1.04
C 2.03 4.02 2.32
O 2.46 2.75 1.85
H 0.94 4.03 2.33
H 2.39 4.18 3.34
H 2.39 4.82 1.68
H 3.43 2.75 1.87
C -2.30 4.95 1.42
O -1.63 4.46 2.58
H -1.89 4.40 0.58
H -3.37 4.78 1.46
H -2.10 6.02 1.27
H -1.97 4.94 3.35
C 3.42 -2.01 -6.05
O 2.31 -1.57 -5.28
H 3.55 -3.07 -5.85
H 3.25 -1.88 -7.13
H 4.34 -1.49 -5.78
H 2.18 -0.63 -5.43
C -4.31 4.01 -1.56
O -4.88 3.80 -0.28
H -3.26 4.26 -1.41
H -4.37 3.12 -2.19
H -4.79 4.85 -2.08
H -5.82 3.57 -0.39
C 5.26 5.05 2.66
O 5.39 3.63 2.61
H 4.61 5.35 1.84
H 4.81 5.36 3.61
H 6.23 5.54 2.54
H 5.96 3.37 3.34
C 7.01 -3.11 -3.57
O 6.29 -3.22 -2.35
H 6.39 -3.57 -4.33
H 7.19 -2.06 -3.85
H 7.97 -3.63 -3.53
H 6.81 -2.82 -1.64
C 8.19 4.86 5.32
O 7.28 3.78 5.54
H 7.70 5.57 4.65
H 8.43 5.37 6.26
H 9.11 4.51 4.85
H 7.72 3.15 6.12
C 5.15 -4.26 4.30
O 4.55 -3.35 3.40
H 5.73 -3.68 5.01
H 4.40 -4.84 4.86
H 5.82 -4.96 3.80
H 4.04 -3.84 2.76
C -7.39 1.31 1.14
O -7.73 2.55 0.52
H -6.60 0.86 0.55
H -7.04 1.46 2.16
H -8.25 0.63 1.15
H -8.44 2.96 1.03
C -11.19 0.37 -0.73
O -10.43 1.37 -1.40
H -11.97 0.05 -1.41
H -10.58 -0.50 -0.46
H -11.65 0.77 0.18
H -9.74 1.67 -0.80
C -11.84 4.39 -0.54
O -11.21 3.82 0.61
H -11.47 3.84 -1.40
H -12.93 4.27 -0.49
H -11.59 5.45 -0.64
H -11.54 4.29 1.38
```



# 2
C19H15ClIN6O4SeSn | wB97M-V/def2-TZVPD

Results
- 2S+1 = 1
- HOMO-LUMO gap (eV) = 4.77
- E_tot (eV) = -128864.30615
- LUMO level (eV) = -5.30
- strongest force on any atom (eV/A) = 1.24
- charge = +1

Structure (XYZ):
```
48
C19H15ClIN6O4SeSn, DFT wB97M-V/def2-TZVPD
Sn 0.47 0.92 0.32
Cl 0.02 1.43 7.54
C -0.14 1.68 5.84
C -0.81 2.78 5.37
C -0.96 2.99 3.99
I -2.06 4.63 3.31
C -0.43 2.13 3.05
O -0.58 2.28 1.75
C 0.31 1.02 3.55
N 0.87 0.20 2.62
C 1.50 -0.89 3.00
C 1.63 -1.24 4.34
C 1.11 -0.42 5.31
C 0.43 0.76 4.93
H -1.21 3.49 6.07
H 1.91 -1.50 2.21
H 2.15 -2.15 4.61
H 1.20 -0.67 6.36
C -2.98 2.69 -3.11
C -1.78 2.01 -2.53
N -1.23 2.30 -1.42
O -1.78 3.33 -0.74
C -1.20 0.83 -3.19
C -1.36 0.60 -4.66
N -0.64 0.02 -2.37
O -0.16 -1.12 -2.97
H -3.54 3.17 -2.32
H -3.61 1.97 -3.63
H -2.69 3.46 -3.83
H -1.28 3.33 0.10
H -1.49 1.54 -5.19
H -2.23 -0.03 -4.84
H -0.49 0.07 -5.05
Se -0.87 -3.70 -0.04
N 0.14 -2.08 -1.98
C 1.02 -3.00 -2.39
C 1.72 -2.82 -3.61
C 2.60 -3.78 -4.03
C 2.83 -4.97 -3.29
C 2.16 -5.19 -2.14
C 1.21 -4.23 -1.66
N 0.46 -4.58 -0.65
H 1.56 -1.93 -4.19
H 3.14 -3.62 -4.95
H 3.53 -5.71 -3.67
H 2.28 -6.09 -1.56
O 0.25 -1.37 0.20
N -0.56 -1.94 -0.77
```



# 3
C8H11FP2 | wB97M-V/def2-TZVPD

Results
- 2S+1 = 1
- HOMO-LUMO gap (eV) = 9.69
- E_tot (eV) = -29766.52825
- LUMO level (eV) = 0.87
- strongest force on any atom (eV/A) = 4.47

Structure (XYZ):
```
22
C8H11FP2, DFT wB97M-V/def2-TZVPD
C 1.49 -0.19 1.35
C -0.71 -0.98 0.81
C 1.43 0.72 0.30
C -0.79 -0.08 -0.25
C 0.42 -1.03 1.62
C 0.29 0.74 -0.46
C 0.45 -1.96 2.80
C 0.19 2.22 -1.94
F 1.34 2.93 -1.73
P -1.29 3.18 -1.42
P 0.23 1.39 -3.59
H 2.37 -0.22 1.97
H -1.54 -1.64 1.00
H 2.25 1.39 0.09
H -1.66 -0.05 -0.87
H 1.43 -1.96 3.27
H -0.28 -1.64 3.54
H 0.20 -2.97 2.50
H -1.55 3.76 -2.66
H -2.17 2.13 -1.70
H -0.86 0.57 -3.31
H 1.17 0.41 -3.21
```



# 4
C8H19NSi | wB97M-V/def2-TZVPD

Results
- 2S+1 = 1
- HOMO-LUMO gap (eV) = 7.74
- E_tot (eV) = -17968.22607
- LUMO level (eV) = 0.81
- strongest force on any atom (eV/A) = 4.38

Structure (XYZ):
```
29
C8H19NSi, DFT wB97M-V/def2-TZVPD
C -1.98 -0.21 1.16
C -2.63 -1.10 0.02
C -1.32 1.02 0.56
C -1.71 -1.59 -1.14
C 0.22 1.21 0.51
C 0.47 2.52 -0.28
C 2.62 -0.82 1.65
C 1.71 -0.49 -2.30
N 1.90 -1.19 0.44
Si 0.80 -0.27 -0.54
H -2.78 0.04 1.84
H -1.14 -0.95 1.59
H -3.17 -1.83 0.63
H -3.62 -0.65 -0.40
H -1.84 1.12 -0.34
H -1.70 1.85 1.09
H -1.35 -2.71 -1.19
H -1.77 -1.15 -2.12
H 0.56 1.08 1.48
H 0.03 3.43 0.14
H 0.14 2.43 -1.34
H 1.51 2.84 -0.35
H 2.85 0.24 1.45
H 2.04 -0.91 2.66
H 3.38 -1.57 1.69
H 1.14 -1.30 -2.84
H 2.09 0.46 -2.78
H 2.71 -0.86 -1.91
H 2.02 -2.16 0.16
```



# 5
C43H36I2MnN5OPS | wB97M-V/def2-TZVPD

Results
- 2S+1 = 5
- HOMO-LUMO gap (spin up / spin down) (eV) = 2.94 / 4.87
- E_tot (eV) = -122296.43677
- LUMO level (spin up / spin down) (eV) = -10.99 / -9.06
- strongest force on any atom (eV/A) = 2.39
- charge = +3

Structure (XYZ):
```
90
C43H36I2MnN5OPS, DFT wB97M-V/def2-TZVPD
Mn -0.92 0.23 0.09
I 1.33 0.46 -1.29
C 2.46 2.09 -0.45
C 3.80 1.84 -0.37
C 4.67 2.87 -0.01
C 4.17 4.13 0.16
C 2.79 4.40 0.04
C 2.34 5.73 0.11
C 1.01 6.03 -0.04
C 0.09 4.99 -0.13
C 0.47 3.66 -0.18
P -1.02 2.57 -0.08
C -1.91 2.99 -1.61
C -1.16 3.29 -2.75
C -1.80 3.72 -3.90
C -3.18 3.87 -3.91
C -3.93 3.51 -2.80
C -3.30 3.04 -1.66
C -1.84 3.32 1.37
C -3.06 3.99 1.37
C -3.53 4.55 2.55
C -2.81 4.46 3.72
C -1.57 3.83 3.72
C -1.09 3.26 2.56
C 1.85 3.34 -0.19
H 4.20 0.86 -0.61
H 5.73 2.67 0.09
H 4.84 4.96 0.37
H 3.07 6.52 0.26
H 0.67 7.06 -0.04
H -0.97 5.24 -0.15
H -0.08 3.22 -2.74
H -1.23 3.94 -4.79
H -3.68 4.26 -4.79
H -5.01 3.59 -2.83
H -3.89 2.70 -0.82
H -3.63 4.12 0.47
H -4.48 5.09 2.53
H -3.19 4.89 4.63
H -0.97 3.79 4.62
H -0.10 2.81 2.54
S -5.19 -1.43 -0.32
C -4.92 -0.48 -1.72
C -3.69 0.10 -1.67
N -2.97 -0.19 -0.53
C -3.66 -1.01 0.26
H -5.66 -0.41 -2.50
H -3.26 0.72 -2.43
H -3.28 -1.41 1.18
C 4.83 -5.07 -3.99
C 4.01 -5.47 -2.81
C 3.79 -4.59 -1.74
C 3.02 -4.96 -0.65
C 2.44 -6.23 -0.58
N 1.66 -6.68 0.49
C 1.23 -6.07 1.65
O 1.09 -6.67 2.68
N 0.92 -4.70 1.59
C 0.29 -3.99 0.60
C -0.06 -4.52 -0.65
C -0.67 -3.69 -1.58
C -0.92 -2.37 -1.26
N -0.61 -1.86 -0.05
C -0.03 -2.65 0.85
C 2.68 -7.11 -1.63
C 3.44 -6.74 -2.72
H 5.38 -4.15 -3.81
H 4.18 -4.91 -4.86
H 5.52 -5.86 -4.28
H 4.25 -3.61 -1.77
H 2.93 -4.27 0.19
H 1.59 -7.69 0.58
H 0.85 -4.32 2.52
H 0.12 -5.55 -0.89
H -0.96 -4.07 -2.54
H -1.37 -1.70 -1.99
H 0.20 -2.23 1.82
H 2.26 -8.11 -1.59
H 3.61 -7.45 -3.52
I 2.27 -0.54 5.09
C 0.38 -0.23 4.24
C -0.78 -0.23 5.00
C -1.99 0.01 4.37
C -2.01 0.23 3.00
N -0.90 0.19 2.26
C 0.28 -0.02 2.87
H -0.74 -0.40 6.07
H -2.92 0.03 4.93
H -2.94 0.47 2.50
H 1.17 -0.02 2.25
```



# 6
C5H9NO2 | wB97M-V/def2-TZVPD

Results
- 2S+1 = 1
- HOMO-LUMO gap (eV) = 9.37
- E_tot (eV) = -10905.38369
- LUMO level (eV) = 0.57
- strongest force on any atom (eV/A) = 8.04

Structure (XYZ):
```
17
C5H9NO2, DFT wB97M-V/def2-TZVPD
C -0.69 -0.33 0.49
C 0.68 -1.30 0.54
C 0.20 -0.34 -1.31
C 0.26 0.94 -2.04
C -0.34 0.78 -0.57
H -1.88 0.55 1.83
H -0.55 -0.02 2.89
H -1.61 -0.73 0.06
H 0.71 -2.37 0.56
H 1.31 -1.08 1.47
H -0.71 -1.10 -1.38
H -0.27 1.28 -2.82
H 1.29 1.44 -1.85
H 0.07 1.78 0.98
N -0.82 0.44 1.76
O 1.37 -1.02 -0.74
O 0.99 1.09 0.14
```